Below is a molecular structure, C31H37MgN5, with properties calculated with ωB97M-V with the def2-TZVPD basis set.

## Properties
Gap between HOMO and LUMO (spin up / spin down) in eV: 4.129 / 1.712
Net charge: -2

Last column: Löwdin charge in e.
Atoms and positions in Å:
Mg -0.061 -0.520 0.323  0.760
N 0.878 -3.315 4.604  0.054
N -0.493 -2.815 -1.624  -0.009
C 0.941 1.968 0.500  -0.307
C 1.994 1.072 0.802  -0.312
C 1.993 0.878 2.236  -0.294
C 2.915 0.099 2.937  -0.046
H 3.697 -0.423 2.376  0.060
H 2.198 -1.383 3.344  -0.043
H 2.971 0.144 4.038  0.073
C 0.814 1.520 2.757  -0.242
C 0.383 1.456 4.172  -0.068
H 0.966 2.159 4.785  0.071
H 0.515 0.460 4.625  0.074
H -0.675 1.728 4.283  0.064
C 0.232 2.253 1.713  -0.269
C -0.873 3.229 1.857  -0.086
H -1.647 2.870 2.547  0.058
H -1.348 3.441 0.893  0.053
H -0.492 4.181 2.258  0.073
C 3.055 0.592 -0.116  -0.085
H 3.895 1.307 -0.211  0.077
H 2.663 0.436 -1.133  0.055
H 3.486 -0.366 0.213  0.068
C 0.772 2.659 -0.801  -0.067
H -0.274 2.946 -0.967  0.061
H 1.081 2.018 -1.638  0.065
H 1.378 3.582 -0.867  0.081
C -0.050 -4.118 5.039  -0.255
H 0.151 -4.391 6.050  0.068
C -1.161 -4.559 4.308  -0.167
H -1.888 -5.172 4.841  0.055
C -1.246 -4.245 2.955  -0.167
H -2.024 -4.705 2.361  0.088
C -0.391 -3.362 2.374  -0.101
H -0.330 -3.060 1.291  0.087
C 0.586 -2.854 3.325  -0.450
C 1.571 -2.086 2.872  -0.058
H 1.726 -1.943 1.702  0.068
C -0.510 -1.415 -1.804  -0.221
C 0.697 -3.189 -2.306  -0.161
H 1.491 -3.914 -2.078  0.089
C 0.600 -2.444 -3.465  -0.140
H 0.878 -2.717 -4.437  0.073
N -0.130 -1.265 -3.131  -0.061
C -0.250 -0.035 -3.788  -0.123
C 0.829 0.335 -4.602  -0.208
C 0.693 1.543 -5.260  -0.031
H 1.484 1.833 -5.938  0.104
C -0.391 2.390 -5.037  -0.288
C -0.560 3.616 -5.879  -0.087
H -1.093 4.405 -5.328  0.071
H -1.154 3.387 -6.782  0.077
H 0.411 4.011 -6.218  0.070
C -1.328 2.078 -4.052  -0.029
H -2.110 2.801 -3.822  0.109
C -1.271 0.872 -3.369  -0.185
C -2.192 0.611 -2.228  -0.119
H -2.478 -0.446 -2.125  0.070
H -3.105 1.215 -2.337  0.053
H -1.749 0.940 -1.268  0.049
C 2.111 -0.414 -4.607  -0.055
H 2.044 -1.491 -4.761  0.042
H 2.677 -0.253 -3.679  0.093
H 2.711 -0.046 -5.440  0.072
N -3.830 -0.273 2.321  0.027
C -3.190 -0.813 3.416  -0.191
C -1.868 -0.793 3.110  -0.133
N -1.703 -0.354 1.795  0.012
C -2.908 0.032 1.384  -0.259
H -4.836 -0.126 2.225  -0.051
H -3.688 -1.161 4.308  0.073
H -1.035 -1.125 3.707  0.093
H -3.155 0.529 0.449  0.080